Entry from the OMol25 dataset: a cluster of 2 separate species, C11H15N in total in a non-equilibrium geometry (ωB97M-V/def2-TZVPD).

Properties
Lowest unoccupied orbital energy   0.9205 eV
HOMO   -8.218 eV
SMILES   Cc1c[nH]c2ccccc12.CC
Net charge   0

Bonds (Å) are listed after each position.
Positions of all 27 atoms, in Å:
1 C 0.7250 4.0272 1.5159  C4 1.474, H17 1.143, H18 1.037, H19 1.071
2 C 0.2087 0.7272 0.0816  C3 1.378, C7 1.461, N10 1.383
3 C 0.0584 1.6886 1.0568  C2 1.378, C4 1.471, C9 1.408
4 C 0.8489 2.8544 0.6321  C1 1.474, C3 1.471, C5 1.339
5 C 1.6131 2.3601 -0.3495  C4 1.339, N10 1.430, H16 1.059
6 C -1.6940 -0.4985 0.8706  C7 1.328, C8 1.461, H11 1.003
7 C -0.7476 -0.3693 -0.0518  C2 1.461, C6 1.328, H12 1.118
8 C -1.8103 0.4196 2.0007  C6 1.461, C9 1.357, H13 1.171
9 C -0.9250 1.4480 2.0347  C3 1.408, C8 1.357, H14 1.027
10 N 1.2301 1.0553 -0.7911  C2 1.383, C5 1.430, H15 1.003
11 H -2.1933 -1.3656 0.9419  C6 1.003
12 H -0.5299 -1.1309 -0.8406  C7 1.118
13 H -2.5218 0.1440 2.8894  C8 1.171
14 H -0.8810 2.0508 2.8650  C9 1.027
15 H 1.2122 0.7089 -1.7318  N10 1.003
16 H 2.5344 2.6701 -0.7702  C5 1.059
17 H 1.5121 4.8395 1.3478  C1 1.143
18 H 0.8582 3.8305 2.5253  C1 1.037
19 H -0.2154 4.5164 1.3598  C1 1.071
20 C -0.1264 -3.4813 -2.6068  C21 1.509, H22 1.157, H23 1.194, H24 1.143
21 C 0.3297 -3.8987 -1.2306  C20 1.509, H25 1.114, H26 1.021, H27 1.058
22 H 0.5931 -3.8355 -3.4407  C20 1.157
23 H -1.1257 -4.1196 -2.7435  C20 1.194
24 H -0.3046 -2.3524 -2.6399  C20 1.143
25 H 0.7316 -4.9189 -1.4270  C21 1.114
26 H -0.4707 -4.1090 -0.6330  C21 1.021
27 H 1.0903 -3.2611 -0.8651  C21 1.058

***

Entry from the OMol25 dataset: a cluster of 2 separate species, C11H15N in total in a non-equilibrium geometry (ωB97M-V/def2-TZVPD).

Properties
Lowest unoccupied orbital energy   0.9417 eV
HOMO   -7.876 eV
SMILES   Cc1c[nH]c2ccccc12.CC
Net charge   0

Bonds (Å) are listed after each position.
Positions of all 27 atoms, in Å:
1 C -0.2512 -0.5008 -3.4913  C2 1.511, H3 1.110, H4 1.145, H5 1.110
2 C 0.8773 -0.8519 -4.4324  C1 1.511, H6 1.074, H7 1.114, H8 1.140
3 H 0.0280 -0.4456 -2.4185  C1 1.110
4 H -0.6085 0.5661 -3.7045  C1 1.145
5 H -1.1130 -1.1980 -3.4278  C1 1.110
6 H 0.7343 -0.4436 -5.4149  C2 1.074
7 H 1.1045 -1.9339 -4.5722  C2 1.114
8 H 1.8405 -0.3726 -4.0545  C2 1.140
9 C -1.2982 2.5368 2.2563  C12 1.462, H25 1.070, H26 1.130, H27 1.061
10 C 0.7736 -0.2833 0.9269  C11 1.447, C15 1.421, N18 1.426
11 C -0.5048 0.2794 1.3065  C10 1.447, C12 1.443, C17 1.394
12 C -0.2578 1.5958 1.8429  C9 1.462, C11 1.443, C13 1.365
13 C 1.0625 1.8724 1.6361  C12 1.365, N18 1.417, H24 1.026
14 C -0.1317 -2.0413 -0.2980  C15 1.360, C16 1.380, H19 1.068
15 C 1.0019 -1.4897 0.2120  C10 1.421, C14 1.360, H20 1.008
16 C -1.3792 -1.5931 0.0871  C14 1.380, C17 1.409, H21 1.042
17 C -1.6127 -0.4500 0.8767  C11 1.394, C16 1.409, H22 1.111
18 N 1.7532 0.7200 1.1866  C10 1.426, C13 1.417, H23 0.982
19 H -0.0749 -2.9267 -0.8928  C14 1.068
20 H 1.9004 -1.7498 -0.1637  C15 1.008
21 H -2.1931 -2.2056 -0.1344  C16 1.042
22 H -2.6634 -0.1186 1.0191  C17 1.111
23 H 2.7126 0.5407 1.0766  N18 0.982
24 H 1.6072 2.7263 1.7986  C13 1.026
25 H -1.6104 2.3195 3.2562  C9 1.070
26 H -2.2547 2.1862 1.7678  C9 1.130
27 H -1.3606 3.5695 2.0207  C9 1.061

***

Across the entries above, energy takes the values -13138.48355; -13139.31111 eV, respectively.
Across the entries above, ΔE to the lowest compared entry with this formula, charge and spin takes the values 53.2; 34.1 kcal per mole, respectively.
Across the entries above, HOMO-LUMO gap takes the values 9.14; 8.82 eV, respectively.